(1)
58
Properties=species:S:1:pos:R:3 method="wB97M-V/def2-TZVPD" total_charge=+3 de_lowest_kcal_mol=71.2 spin_multiplicity=4 s2=3.946
H -0.19 2.74 -2.34
N -1.85 0.14 0.26
H 0.45 3.48 -1.08
H 4.12 -3.78 2.34
C -0.01 1.63 2.51
O 1.86 0.57 -3.08
C -0.75 2.93 2.26
C 1.15 -2.64 -3.18
C -1.31 -0.83 -2.96
H -2.42 3.02 -1.48
C 2.77 -3.97 0.68
H 4.78 -1.13 2.87
H -2.59 4.67 0.50
H 1.07 -2.14 -4.15
H -0.97 -3.83 -0.38
Si -0.24 -2.08 -2.08
H 0.80 1.66 3.23
H 1.10 -3.72 -3.37
N -1.65 2.86 1.15
H -0.84 4.66 0.55
H -3.91 0.34 0.48
H 1.36 -3.85 -0.92
H -1.58 4.51 -1.79
C 3.05 -1.96 1.97
C -2.91 2.10 1.27
H -1.19 3.30 3.20
N 0.59 -1.25 -0.56
H -2.10 -1.42 -3.44
C 3.70 -1.18 3.05
Tc 0.19 0.83 -0.49
H 1.57 2.12 1.36
C -1.33 -3.39 -1.32
C 1.82 -3.32 -0.11
C -3.06 0.98 0.24
C -1.71 4.04 0.32
H -2.07 -0.73 -0.25
C -1.59 3.64 -1.14
H -1.43 -4.21 -2.03
H 1.90 -0.40 1.37
H 0.01 3.68 2.04
N -0.32 2.86 -1.34
H 3.31 -0.17 3.14
H 2.15 -2.42 -2.80
H -1.71 -0.18 1.20
H 3.57 -1.70 4.01
H -3.77 2.77 1.18
C 3.38 -3.30 1.72
O 0.96 0.74 -2.20
H -3.22 1.35 -0.77
N 2.13 -1.38 1.19
H -1.83 -0.06 -2.38
C 1.47 -1.98 0.14
H -2.34 -3.02 -1.14
H -0.75 -0.33 -3.75
N 0.84 1.44 1.10
H 3.02 -5.00 0.46
H -2.99 1.65 2.27
H -0.54 0.70 2.46

=====

(2)
63
Properties=species:S:1:pos:R:3 method="wB97M-V/def2-TZVPD" e_tot_ev=-41332.1968
H -0.17 2.59 -1.15
O -1.14 1.20 -2.22
C 2.62 -0.19 0.47
C -0.61 0.53 -4.53
O 0.19 -2.86 1.58
F 1.53 5.92 1.97
H -0.04 -1.56 3.08
B 3.52 0.79 1.27
H -1.75 -3.00 -0.19
H 0.37 -5.64 5.54
B 3.61 1.07 3.48
H 3.69 5.03 2.75
B 3.57 2.93 2.06
O 1.33 4.05 0.81
C -1.77 3.58 -2.09
C 0.24 -5.77 4.46
H 1.32 1.01 -6.34
O 4.15 0.36 2.44
H -0.18 -3.01 4.93
H 0.44 -4.15 0.07
C -0.25 -4.04 0.92
O 3.53 2.44 3.34
H -2.45 1.43 -3.82
H 3.19 0.49 4.43
C 0.08 -3.47 3.97
H 4.06 4.84 1.03
H -1.78 -4.78 -0.37
C -0.38 -2.57 2.85
O -2.31 3.79 -3.39
C -3.80 -3.36 1.07
H -0.28 -6.71 4.28
C 3.44 4.50 1.85
H 1.50 2.69 -5.78
H -3.59 -2.31 0.88
C -1.66 0.76 -3.46
C -1.64 -3.96 0.34
H -2.12 -0.20 -3.25
H 1.22 -5.81 3.97
H -4.00 4.25 -4.40
H 0.22 -0.04 -4.09
H 1.86 1.36 -4.67
C 2.01 4.78 1.49
H -4.33 -3.79 0.20
H -1.47 -2.54 2.80
C -0.68 2.54 -2.11
H -1.36 4.53 -1.74
C -3.65 4.20 -3.37
H -4.28 3.49 -2.82
H 0.07 2.76 -2.88
C 1.20 1.69 -5.49
H -3.75 5.20 -2.92
O 3.70 2.13 0.96
H 2.13 0.26 -0.38
O -2.62 -4.08 1.36
H 1.17 -3.58 3.91
H 1.83 -0.50 1.14
O -0.14 1.75 -5.06
H 3.14 -1.10 0.20
H -0.13 -4.92 1.55
H -4.45 -3.43 1.94
H -2.56 3.25 -1.41
H -1.06 -0.06 -5.34
O -0.55 -4.74 3.91

=====

(3)
67
Properties=species:S:1:pos:R:3 method="wB97M-V/def2-TZVPD" total_charge=-1 e_tot_ev=-60710.5157
C -7.48 -0.77 0.92
C 6.32 -2.41 3.11
C -3.86 0.62 -0.80
H -8.17 1.62 1.74
C -6.05 -0.93 -2.59
C -6.85 -1.40 -0.32
C 1.87 1.76 0.12
S 7.45 -1.20 2.23
H -3.85 -0.21 -0.09
H -0.25 -0.61 -3.22
H -4.28 -1.79 -1.59
C 8.08 0.21 3.30
O -6.63 0.25 1.45
C -0.83 1.47 -3.15
B 4.37 -0.82 3.38
H 2.97 -1.27 -0.35
H -7.58 -1.54 1.70
H -2.96 1.22 -0.64
H 3.84 1.16 3.30
C -7.16 1.56 1.32
N -6.85 -0.47 -1.45
H 2.16 2.35 0.99
H 1.31 -0.71 -0.27
C -4.53 -1.07 -2.37
H -7.42 -2.30 -0.60
H -5.84 -1.71 -0.06
F 9.52 -0.04 3.68
H -0.61 1.72 -4.20
H 2.12 -1.42 -2.60
H -7.17 1.86 0.27
O 6.80 -0.53 0.96
H -4.10 -1.47 -3.30
H -1.88 1.18 -3.09
H 3.36 -0.17 -2.52
H -6.45 -1.88 -2.95
O 8.75 -1.91 1.67
H 1.06 3.44 -3.08
O 3.57 -1.18 2.19
H -0.47 3.96 -3.85
O -3.86 0.18 -2.15
O 4.32 0.57 3.96
H 4.71 -2.49 4.52
F 8.12 1.43 2.41
H -0.19 0.14 -1.60
C 0.03 0.30 -2.67
F 7.33 0.42 4.56
O 6.77 -3.93 5.25
H -6.48 0.43 -1.15
H -8.49 -0.39 0.71
O 2.82 0.72 -0.05
C 0.01 3.69 -2.90
C 2.30 -0.46 -0.67
H 0.86 1.39 0.27
H 1.90 2.43 -0.75
H -6.20 -0.20 -3.40
H 1.68 1.48 -2.51
O 8.30 -4.33 3.44
H 5.70 -2.98 2.27
C 2.34 -0.42 -2.21
H -0.03 4.55 -2.23
N 5.33 -1.78 4.06
H 3.75 -0.44 1.52
N 1.46 0.56 -2.87
H -6.52 2.25 1.87
H -4.72 1.26 -0.62
C 7.13 -3.57 3.98
O -0.66 2.60 -2.29

=====

(4)
55
Properties=species:S:1:pos:R:3 method="wB97M-V/def2-TZVPD" de_lowest_kcal_mol=6.3
H 4.86 -26.13 -12.63
H 3.10 -13.58 -15.48
H 4.52 -16.88 -14.87
C 3.42 -15.64 -13.49
H 3.85 -18.35 -12.30
H 3.20 -23.29 -17.04
H 6.10 -25.89 -14.66
H 4.41 -14.70 -15.83
H 5.17 -27.12 -15.52
C 4.30 -16.86 -13.79
C 4.12 -13.85 -15.19
H -0.75 -26.68 -13.32
H 3.07 -25.97 -15.07
H 0.74 -25.41 -14.83
Cl 5.98 -23.38 -12.77
C 5.57 -26.83 -14.54
H 2.13 -26.05 -12.19
H 1.91 -23.36 -18.26
H 4.08 -27.62 -13.14
H 3.24 -25.97 -18.89
H 5.26 -16.66 -13.29
C 4.10 -14.29 -13.74
H -0.49 -25.50 -12.04
H 3.12 -15.69 -12.44
C 2.92 -23.01 -18.06
H 4.99 -25.88 -18.81
H 4.06 -25.30 -17.42
C 4.47 -26.66 -13.50
H 6.28 -27.59 -14.23
Cl 6.14 -20.60 -13.66
O 5.37 -23.12 -19.06
H 6.10 -12.98 -15.27
H 5.07 -14.25 -13.23
H 1.73 -27.19 -13.43
C 0.83 -25.27 -13.75
C 3.66 -18.16 -13.36
H 2.58 -18.09 -13.43
C 5.77 -22.24 -14.10
H 3.51 -24.76 -13.80
H -1.32 -25.03 -13.53
S 4.04 -23.74 -19.26
H 4.85 -11.86 -14.76
C 3.29 -25.80 -14.01
C 4.07 -25.38 -18.50
C -0.51 -25.63 -13.13
H 2.93 -21.93 -18.17
C 1.99 -26.14 -13.28
C 5.06 -12.69 -15.44
Cl 6.83 -22.77 -15.42
H 4.01 -18.97 -13.98
H 1.05 -24.21 -13.57
H 5.05 -12.31 -16.46
Cl 4.10 -22.33 -14.71
H 2.49 -15.68 -14.08
H 3.51 -13.54 -13.19

=====

Repeat the fourth record exactly.
55
Properties=species:S:1:pos:R:3 method="wB97M-V/def2-TZVPD" de_lowest_kcal_mol=6.3
H 4.86 -26.13 -12.63
H 3.10 -13.58 -15.48
H 4.52 -16.88 -14.87
C 3.42 -15.64 -13.49
H 3.85 -18.35 -12.30
H 3.20 -23.29 -17.04
H 6.10 -25.89 -14.66
H 4.41 -14.70 -15.83
H 5.17 -27.12 -15.52
C 4.30 -16.86 -13.79
C 4.12 -13.85 -15.19
H -0.75 -26.68 -13.32
H 3.07 -25.97 -15.07
H 0.74 -25.41 -14.83
Cl 5.98 -23.38 -12.77
C 5.57 -26.83 -14.54
H 2.13 -26.05 -12.19
H 1.91 -23.36 -18.26
H 4.08 -27.62 -13.14
H 3.24 -25.97 -18.89
H 5.26 -16.66 -13.29
C 4.10 -14.29 -13.74
H -0.49 -25.50 -12.04
H 3.12 -15.69 -12.44
C 2.92 -23.01 -18.06
H 4.99 -25.88 -18.81
H 4.06 -25.30 -17.42
C 4.47 -26.66 -13.50
H 6.28 -27.59 -14.23
Cl 6.14 -20.60 -13.66
O 5.37 -23.12 -19.06
H 6.10 -12.98 -15.27
H 5.07 -14.25 -13.23
H 1.73 -27.19 -13.43
C 0.83 -25.27 -13.75
C 3.66 -18.16 -13.36
H 2.58 -18.09 -13.43
C 5.77 -22.24 -14.10
H 3.51 -24.76 -13.80
H -1.32 -25.03 -13.53
S 4.04 -23.74 -19.26
H 4.85 -11.86 -14.76
C 3.29 -25.80 -14.01
C 4.07 -25.38 -18.50
C -0.51 -25.63 -13.13
H 2.93 -21.93 -18.17
C 1.99 -26.14 -13.28
C 5.06 -12.69 -15.44
Cl 6.83 -22.77 -15.42
H 4.01 -18.97 -13.98
H 1.05 -24.21 -13.57
H 5.05 -12.31 -16.46
Cl 4.10 -22.33 -14.71
H 2.49 -15.68 -14.08
H 3.51 -13.54 -13.19